(1)
Molecular formula: C10H26ClI2MoN2P2S
Method: DFT, ωB97M-V/def2-TZVPD

M   653.55 g/mol
Kohn-Sham gap (spin up / spin down)   2.384 / 2.935 eV
Energy above the lowest of the compared OMol25 structures with the same formula, charge and spin   45.5 kJ/mol
Maximum force   3.55 eV/A
HOMO energy (spin up / spin down)   -15.11 / -15.11 eV
⟨S²⟩   2.0375

```
! RIJCOSX wB97M-V def2-TZVPD def2/J DEFGRID3
* xyz 3 3
I 0.655 6.250 -3.754
I -0.967 5.284 -5.700
Mo -0.370 0.428 -0.917
P 1.209 -0.563 -2.422
C 2.125 0.432 -3.633
C 2.528 -1.112 -1.261
H 3.320 -1.663 -1.794
H 1.692 -2.590 -3.680
H 2.116 -1.765 -0.475
H 0.273 -2.790 -2.578
H 2.491 1.345 -3.139
H 2.986 -0.237 -0.772
C 0.784 -2.111 -3.277
H 2.973 -0.132 -4.058
H 0.096 -1.861 -4.096
H 1.423 0.722 -4.429
P -2.515 1.189 -0.167
C -3.089 2.883 -0.478
C -3.973 0.126 -0.393
H -1.973 0.165 2.006
H -3.233 1.424 2.177
H -1.523 1.891 1.955
C -2.295 1.161 1.661
H -3.708 -0.917 -0.164
H -4.799 0.461 0.256
H -3.969 3.130 0.140
H -3.341 2.960 -1.546
H -4.274 0.193 -1.448
H -2.268 3.582 -0.260
Cl -0.964 -1.717 -0.234
S 0.977 1.287 0.640
C 1.195 0.093 1.910
N 2.231 -0.757 1.828
C 2.332 -1.912 2.695
C 0.963 -2.273 3.242
C 0.336 -1.043 3.876
N 0.352 0.060 2.936
H 2.994 -0.456 1.215
H 3.014 -1.662 3.520
H 2.770 -2.735 2.123
H 1.077 -3.053 4.008
H 0.316 -2.670 2.443
H 0.909 -0.745 4.766
H -0.699 -1.227 4.178
H -0.175 0.925 3.099
*
```

(2)
Molecular formula: C10H26CoN2O4
Method: DFT, ωB97M-V/def2-TZVPD

M   297.26 g/mol
Kohn-Sham gap (spin up / spin down)   7.303 / 6.945 eV
Energy above the lowest of the compared OMol25 structures with the same formula, charge and spin   0.0 kJ/mol
Maximum force   1.08 eV/A
HOMO energy (spin up / spin down)   -6.90 / -6.55 eV
⟨S²⟩   3.7563

```
! RIJCOSX wB97M-V def2-TZVPD def2/J DEFGRID3
* xyz 0 4
Co -0.460 -0.360 0.359
O -2.233 -0.602 1.128
C -2.077 -1.715 1.944
C -0.679 -1.859 2.523
O 0.343 -1.611 1.608
H -2.346 -2.642 1.387
H -2.779 -1.689 2.802
H -0.594 -2.882 2.933
H -0.586 -1.160 3.383
C 0.991 -3.381 -2.549
C 0.849 -2.313 -1.465
C 1.887 -1.236 -1.673
O 1.637 -0.167 -0.791
C 2.692 0.766 -0.739
N -0.501 -1.692 -1.415
H 0.236 -4.158 -2.430
H 1.954 -3.886 -2.436
H 0.942 -2.947 -3.551
H 1.020 -2.793 -0.499
H 1.820 -0.871 -2.716
H 2.887 -1.656 -1.522
H 2.453 1.472 0.054
H 2.793 1.286 -1.696
H 3.622 0.269 -0.441
H -0.671 -1.320 -2.350
H -1.156 -2.465 -1.322
C -1.785 3.687 -0.729
C -0.899 2.516 -0.404
C -0.467 2.522 1.040
O 0.336 1.390 1.304
C 0.800 1.377 2.642
N -1.480 1.197 -0.762
H -1.247 4.636 -0.702
H -2.639 3.762 -0.051
H -2.182 3.571 -1.741
H 0.024 2.602 -0.992
H -1.318 2.576 1.728
H 0.162 3.411 1.190
H 1.474 0.529 2.739
H -0.028 1.242 3.345
H 1.323 2.310 2.878
H -1.744 1.214 -1.743
H -2.370 1.068 -0.269
*
```

(3)
Molecular formula: C10H27B3FNO6P
Method: DFT, ωB97M-V/def2-TZVPD

M   339.74 g/mol
Kohn-Sham gap   8.617 eV
Maximum force   2.46 eV/A
HOMO energy   -10.84 eV

```
! RIJCOSX wB97M-V def2-TZVPD def2/J DEFGRID3
* xyz 1 1
C 2.537 3.477 1.794
C 2.714 4.137 0.415
F 2.499 3.151 -0.558
B 1.607 5.243 0.323
O 1.700 6.450 0.987
B 0.600 6.566 1.816
O -0.668 6.245 1.338
B -0.563 5.071 0.626
P -1.525 3.468 0.998
O -3.112 3.787 1.232
O -1.334 2.552 -0.353
O 0.415 5.021 -0.353
H 3.298 3.794 2.492
H 1.585 3.736 2.247
H 2.562 2.403 1.688
H 3.722 4.526 0.342
H 0.740 6.854 2.956
H -3.298 4.739 1.235
H -1.265 3.090 -1.159
C -1.885 -1.153 0.404
C -1.381 -1.791 -0.869
N 0.120 -1.968 -0.930
C 0.746 -0.604 -0.820
C 0.513 -2.471 -2.301
C 0.055 -3.867 -2.694
C 0.713 -2.784 0.201
C 0.171 -4.172 0.493
O -1.201 -4.128 0.799
C -1.897 -5.361 0.616
H -1.560 -0.117 0.495
H -2.973 -1.137 0.383
H -1.590 -1.690 1.303
H -1.633 -1.157 -1.721
H -1.844 -2.755 -1.036
H 0.312 0.040 -1.578
H 1.817 -0.705 -0.975
H 0.560 -0.201 0.169
H 1.599 -2.411 -2.352
H 0.102 -1.743 -2.999
H 0.732 -4.632 -2.322
H 0.085 -3.944 -3.780
H -0.959 -4.101 -2.380
H 0.595 -2.170 1.091
H 1.777 -2.858 -0.023
H 0.720 -4.541 1.368
H 0.374 -4.866 -0.321
H -1.229 -6.174 0.331
H -2.653 -5.229 -0.162
H -2.400 -5.622 1.545
*
```

(4)
Molecular formula: C10H27BrN2O2Si
Method: DFT, ωB97M-V/def2-TZVPD

M   315.33 g/mol
Kohn-Sham gap   7.192 eV
Maximum force   2.22 eV/A
HOMO energy   -8.02 eV
SMILES   COC[C@@H](C)N.COC[C@@H](C)N.C=C[SiH2]Br

```
! RIJCOSX wB97M-V def2-TZVPD def2/J DEFGRID3
* xyz 0 1
C 0.619 -4.116 2.529
C 0.571 -3.638 1.229
Si 1.846 -2.384 0.718
Br 2.331 -0.935 2.380
H 0.261 -3.465 3.320
H 1.056 -5.087 2.748
H -0.179 -3.925 0.492
H 1.272 -1.658 -0.439
H 3.080 -3.052 0.271
C -1.229 -0.750 -2.637
C -1.034 -2.239 -2.908
C -1.107 -2.612 -4.397
O -2.414 -2.639 -4.938
C -2.938 -1.376 -5.306
N -2.000 -3.000 -2.108
H -2.272 -0.443 -2.701
H -0.888 -0.503 -1.631
H -0.653 -0.144 -3.340
H -0.029 -2.502 -2.563
H -0.729 -3.632 -4.506
H -0.455 -1.968 -5.001
H -2.161 -0.710 -5.690
H -3.452 -0.904 -4.465
H -3.674 -1.543 -6.092
H -1.802 -3.992 -2.208
H -2.913 -2.889 -2.542
C 1.630 4.657 4.004
C 1.832 3.171 3.724
C 1.758 2.805 2.234
O 0.449 2.773 1.697
C -0.084 4.032 1.335
N 0.873 2.403 4.524
H 0.582 4.950 3.944
H 1.971 4.899 5.011
H 2.198 5.272 3.303
H 2.839 2.911 4.065
H 2.139 1.788 2.123
H 2.405 3.455 1.630
H 0.689 4.704 0.950
H -0.597 4.500 2.178
H -0.822 3.864 0.550
H 1.075 1.412 4.420
H -0.041 2.511 4.091
*
```

(5)
Molecular formula: C10H27Cl6O8P
Method: DFT, ωB97M-V/def2-TZVPD

M   519.01 g/mol
Kohn-Sham gap   9.498 eV
Maximum force   1.48 eV/A
HOMO energy   -9.16 eV
SMILES   COP(=O)(OC)OC.ClCCl.ClCCl.ClCCl.OCCO.OCCO

```
! RIJCOSX wB97M-V def2-TZVPD def2/J DEFGRID3
* xyz 0 1
C 2.544 4.355 3.948
O 3.084 3.691 2.817
P 2.172 3.103 1.663
O 2.838 2.438 0.529
O 1.125 2.229 2.473
C 0.019 1.579 1.833
O 1.296 4.364 1.217
C 1.805 5.379 0.373
H 3.331 5.014 4.322
H 2.280 3.677 4.755
H 1.731 5.020 3.653
H 0.129 0.499 1.869
H -0.010 1.862 0.781
H -0.885 1.901 2.340
H 1.233 5.394 -0.564
H 2.808 5.168 -0.006
H 1.703 6.351 0.847
C -3.749 -0.657 -3.087
C -3.019 -1.613 -4.041
O -2.550 -2.787 -3.402
O -5.118 -1.049 -2.908
H -3.746 0.360 -3.489
H -3.278 -0.581 -2.102
H -2.143 -1.143 -4.493
H -3.699 -1.795 -4.881
H -3.283 -3.383 -3.211
H -5.141 -2.009 -2.949
C 3.184 -0.843 1.318
C 3.871 -0.813 2.689
O 3.596 0.414 3.374
O 3.970 -0.173 0.350
H 2.200 -0.370 1.401
H 3.051 -1.880 0.988
H 4.954 -0.845 2.643
H 3.486 -1.661 3.272
H 2.694 0.421 3.704
H 3.597 0.711 0.212
C 2.356 -2.901 -3.298
Cl 2.447 -4.655 -3.160
Cl 0.677 -2.325 -3.420
H 2.777 -2.490 -2.385
H 2.889 -2.480 -4.142
C -1.181 -2.720 -0.296
Cl -1.756 -1.107 0.208
Cl 0.435 -3.028 0.327
H -1.870 -3.451 0.117
H -1.208 -2.812 -1.378
C -6.413 -2.730 -0.200
Cl -4.641 -2.952 -0.357
Cl -7.137 -4.205 0.482
H -6.619 -1.888 0.448
H -6.835 -2.586 -1.186
*
```

(6)
Molecular formula: C10H27I2O2P2SiV
Method: DFT, ωB97M-V/def2-TZVPD

M   574.11 g/mol
Kohn-Sham gap (spin up / spin down)   4.661 / 4.746 eV
Energy above the lowest of the compared OMol25 structures with the same formula, charge and spin   0.0 kJ/mol
Maximum force   9.05 eV/A
HOMO energy (spin up / spin down)   -18.77 / -18.78 eV
⟨S²⟩   0.7570

```
! RIJCOSX wB97M-V def2-TZVPD def2/J DEFGRID3
* xyz 3 2
I 0.063 -2.483 -3.237
I -0.160 2.089 -3.094
V 0.081 0.699 -0.874
P -2.301 -0.181 -1.349
C -3.180 1.311 -0.864
C -3.049 -0.680 -2.928
H -4.074 -1.037 -2.844
H -3.910 -1.540 -0.140
H -2.485 -1.516 -3.368
H -2.340 -2.402 -0.446
H -2.942 2.142 -1.533
H -2.967 0.124 -3.652
C -2.813 -1.452 -0.150
H -4.248 1.093 -0.917
H -2.451 -1.165 0.848
H -2.928 1.602 0.160
P 2.347 -0.077 -1.345
C 3.145 1.449 -0.810
C 2.853 -1.347 -0.131
H 2.545 -1.417 -3.333
H 4.192 -0.807 -2.813
H 2.968 0.256 -3.638
C 3.124 -0.561 -2.927
H 2.389 -2.304 -0.436
H 3.956 -1.406 -0.121
H 4.225 1.268 -0.873
H 2.850 1.689 0.222
H 2.465 -1.059 0.862
H 2.835 2.256 -1.485
C -0.077 2.352 -0.005
O 0.000 3.444 0.389
C -1.544 0.886 2.975
Si -0.012 -0.071 2.453
C 1.527 0.891 2.974
C -0.007 -1.797 3.204
O 0.001 -0.299 0.858
H -1.649 0.975 4.072
H -2.431 0.378 2.572
H -1.471 1.896 2.541
H 1.633 0.981 4.072
H 2.413 0.381 2.566
H 1.448 1.900 2.536
H -0.907 -2.330 2.853
H 0.894 -2.326 2.852
H -0.006 -1.803 4.305
*
```

(7)
Molecular formula: C10H28AlN3O6
Method: DFT, ωB97M-V/def2-TZVPD

M   313.33 g/mol
Kohn-Sham gap   2.069 eV
Energy above the lowest of the compared OMol25 structures with the same formula, charge and spin   0.0 kJ/mol
Maximum force   2.16 eV/A
HOMO energy   -14.06 eV

```
! RIJCOSX wB97M-V def2-TZVPD def2/J DEFGRID3
* xyz 2 1
Al -4.180 3.143 -3.094
N -1.459 0.911 -1.065
O -0.202 0.904 -1.151
O -2.075 -0.019 -0.549
O -2.095 1.858 -1.621
C -0.397 -5.126 -0.624
C -1.382 -3.968 -0.364
C -1.240 -3.320 0.993
O -2.310 -2.458 1.263
C -2.442 -2.100 2.632
N -1.324 -3.009 -1.439
H -0.537 -5.877 0.152
H 0.626 -4.749 -0.542
H -0.565 -5.513 -1.626
H -2.370 -4.455 -0.441
H -0.311 -2.720 1.008
H -1.182 -4.126 1.733
H -1.971 -1.127 2.816
H -1.889 -2.765 3.300
H -3.499 -2.070 2.876
H -1.032 -3.390 -2.342
H -0.541 -2.356 -1.262
C -0.367 3.372 1.787
C 0.727 4.157 1.021
C 2.142 3.829 1.554
O 2.328 4.218 2.900
C 2.400 5.641 3.076
N 0.662 3.763 -0.379
H -0.149 3.306 2.853
H -0.403 2.347 1.412
H -1.370 3.779 1.666
H 0.504 5.231 1.060
H 3.005 4.212 1.003
H 2.193 2.738 1.583
H 3.469 5.836 3.242
H 1.885 5.922 3.992
H 2.030 6.171 2.202
H 1.482 3.265 -0.728
H -0.081 3.078 -0.493
C 1.829 -2.943 -3.513
C 0.973 -1.690 -3.272
O 0.989 -1.392 -1.871
H 1.219 -3.753 -3.903
H 2.261 -3.242 -2.560
H 2.677 -2.605 -4.104
H -0.055 -1.639 -3.669
H 1.383 -0.796 -3.773
H 0.643 -0.471 -1.736
*
```

(8)
Molecular formula: C10H28BrMnN2O4
Method: DFT, ωB97M-V/def2-TZVPD

M   375.19 g/mol
Kohn-Sham gap (spin up / spin down)   5.943 / 5.668 eV
Energy above the lowest of the compared OMol25 structures with the same formula, charge and spin   0.0 kJ/mol
Maximum force   6.75 eV/A
HOMO energy (spin up / spin down)   -11.88 / -11.89 eV
⟨S²⟩   8.7635

```
! RIJCOSX wB97M-V def2-TZVPD def2/J DEFGRID3
* xyz 1 6
Mn 2.440 -0.874 -3.102
Br 1.761 -1.509 -1.322
C -2.650 -1.121 0.354
C -1.213 -1.016 -0.059
C -0.300 -0.288 0.968
O -0.812 0.945 1.405
C 0.045 1.769 2.283
N -0.786 -2.281 -0.463
H -2.746 -1.769 1.226
H -3.306 -1.459 -0.448
H -2.976 -0.124 0.650
H -1.265 -0.376 -0.940
H 0.627 -0.118 0.419
H -0.114 -0.838 1.890
H 0.441 1.186 3.114
H -0.594 2.596 2.592
H 0.891 2.162 1.719
H 0.194 -2.277 -0.710
H -1.343 -2.651 -1.220
C 1.045 1.831 -0.347
C -0.107 1.556 -1.384
C -0.507 2.782 -2.272
O -1.660 2.609 -3.097
C -2.883 2.574 -2.339
N 0.362 0.451 -2.232
H 1.351 0.904 0.137
H 0.793 2.682 0.287
H 2.007 2.160 -0.739
H -0.936 1.192 -0.779
H 0.310 2.883 -2.986
H -0.487 3.697 -1.681
H -2.957 1.721 -1.665
H -3.684 2.519 -3.076
H -2.952 3.473 -1.726
H -0.351 0.287 -2.928
H 0.387 -0.423 -1.725
C 1.918 -1.818 1.524
C 2.132 -3.165 2.100
O 3.518 -3.394 2.411
O 2.427 -0.750 2.284
H 0.867 -1.663 1.278
H 2.392 -1.862 0.543
H 1.756 -3.877 1.365
H 1.477 -3.264 2.966
H 3.566 -4.328 2.626
H 1.920 -0.734 3.099
*
```

(9)
Molecular formula: C10H28MnN2P2S
Method: DFT, ωB97M-V/def2-TZVPD

M   325.30 g/mol
Kohn-Sham gap (spin up / spin down)   3.899 / 5.621 eV
Energy above the lowest of the compared OMol25 structures with the same formula, charge and spin   0.0 kJ/mol
Maximum force   1.77 eV/A
HOMO energy (spin up / spin down)   -3.29 / -5.14 eV
⟨S²⟩   8.7946

```
! RIJCOSX wB97M-V def2-TZVPD def2/J DEFGRID3
* xyz 0 6
Mn -0.327 0.103 -0.837
H -3.109 -0.396 -1.487
H -3.090 0.358 -1.473
P 0.108 -2.125 -1.358
P 0.144 2.305 -1.337
C 0.376 3.304 0.181
H 0.539 4.361 -0.072
H -0.506 3.223 0.833
H 1.260 2.937 0.724
C 1.539 2.875 -2.368
H 1.434 2.471 -3.383
H 1.561 3.972 -2.420
H 2.484 2.518 -1.940
C -1.298 3.125 -2.115
H -2.183 2.984 -1.481
H -1.116 4.199 -2.259
H -1.491 2.657 -3.090
C 1.613 -2.697 -2.236
H 1.619 -3.793 -2.334
H 1.648 -2.253 -3.240
H 2.510 -2.385 -1.685
C 0.149 -3.159 0.155
H -0.827 -3.121 0.655
H 0.382 -4.205 -0.090
H 0.918 -2.777 0.840
C -1.218 -2.927 -2.340
H -1.297 -2.426 -3.314
H -1.010 -3.994 -2.500
H -2.176 -2.815 -1.817
H 0.613 0.113 -2.194
H 1.179 0.091 -1.478
C -0.875 -1.834 3.395
N -0.180 -0.561 3.481
C 0.667 -0.199 4.512
C 1.088 1.064 4.257
N 0.488 1.453 3.067
C -0.299 0.448 2.580
S -1.382 0.406 1.266
H -1.928 -1.667 3.158
H -0.427 -2.479 2.632
H -0.796 -2.319 4.369
H 0.859 -0.881 5.321
H 1.750 1.698 4.812
H 0.608 2.351 2.611
*
```

(10)
Molecular formula: C10H28O2P2Ru
Method: DFT, ωB97M-V/def2-TZVPD

M   343.35 g/mol
Kohn-Sham gap (spin up / spin down)   5.396 / 6.739 eV
Maximum force   4.74 eV/A
HOMO energy (spin up / spin down)   -7.81 / -13.31 eV
⟨S²⟩   8.7789

```
! RIJCOSX wB97M-V def2-TZVPD def2/J DEFGRID3
* xyz 1 6
Ru 0.454 -0.497 -0.331
H 0.252 1.112 0.117
H -0.123 0.529 0.852
P 1.625 0.755 -1.918
P -0.069 -1.954 1.461
C -1.606 -2.950 1.229
H -1.728 -3.692 2.037
H -2.477 -2.278 1.211
H -1.548 -3.465 0.261
C 1.226 -3.235 1.642
H 2.179 -2.740 1.874
H 0.968 -3.950 2.442
H 1.336 -3.767 0.687
C -0.258 -1.316 3.179
H -1.113 -0.627 3.224
H -0.417 -2.142 3.896
H 0.653 -0.765 3.452
C 3.137 -0.150 -2.450
H 3.692 0.414 -3.220
H 3.776 -0.311 -1.571
H 2.843 -1.131 -2.849
C 0.754 1.056 -3.517
H -0.124 1.693 -3.335
H 1.416 1.543 -4.255
H 0.404 0.094 -3.917
C 2.289 2.423 -1.504
H 2.905 2.342 -0.597
H 2.900 2.833 -2.329
H 1.452 3.107 -1.300
C -1.217 -0.554 -1.204
O -2.199 -0.693 -1.802
H 1.054 -1.710 -0.970
C -1.558 2.101 2.019
C -2.196 1.229 0.930
C -2.382 2.027 -0.362
O -1.526 -0.046 0.779
H -0.554 2.464 1.733
H -1.488 1.562 2.976
H -2.193 2.993 2.190
H -3.200 0.956 1.288
H -1.410 2.314 -0.811
H -2.985 1.473 -1.095
H -2.943 2.953 -0.140
*
```

What is the M in the seventh record? 313.33 g/mol

What is the maximum force in the tenth record? 4.74 eV/A